No. 1
Computed, not measured: a cluster of 2 separate species, C30H63BN3O3 in total in a non-equilibrium geometry, with ωB97M-V/def2-TZVPD.

Frontier orbital gap   8.29 eV
M   524.7 Da
Energy   -1595.42116 Eh
Highest occupied orbital energy   -11.6 eV
Energy above the lowest of the compared OMol25 structures with the same formula, charge and spin   0.000 eV

ORCA input file:
```
! wB97M-V def2-TZVPD RIJCOSX def2/J DEFGRID3
* xyz 1 1
C -4.729 -2.610 3.612
C -4.176 -3.897 2.851
C -2.723 -3.592 2.312
C -2.471 -3.998 0.816
C -3.353 -3.236 -0.252
C -4.021 -1.901 0.242
C -4.105 -0.884 -0.985
C -4.963 -1.411 -2.195
C -4.137 -2.194 -3.294
C -2.855 -1.414 -3.796
C -1.538 -2.296 -3.656
C -0.610 -1.841 -2.470
C 0.567 -0.875 -2.893
C 0.764 0.337 -1.905
B 1.452 -0.093 -0.480
O 0.612 -0.686 0.505
C 3.006 0.159 -0.147
C 3.871 -1.081 -0.619
C 1.482 1.508 -2.705
N 1.355 2.585 -1.677
C 0.197 2.264 -0.879
N -0.209 2.908 0.176
C -1.445 2.421 0.838
C -1.697 3.059 2.244
C -2.161 4.559 2.201
C -0.987 5.608 2.217
C 0.126 5.320 3.303
C 1.434 4.680 2.681
C 2.659 4.873 3.652
C 3.998 4.548 2.915
O 5.060 4.273 3.830
C 6.130 3.636 3.113
N -0.439 1.099 -1.470
H -5.750 -2.344 3.255
H -4.711 -2.786 4.719
H -4.090 -1.706 3.446
H -4.852 -4.243 2.037
H -4.092 -4.685 3.641
H -2.402 -2.528 2.437
H -2.013 -4.185 2.952
H -1.368 -3.884 0.633
H -2.682 -5.098 0.725
H -2.675 -3.012 -1.121
H -4.105 -3.962 -0.654
H -3.453 -1.362 1.031
H -5.078 -2.133 0.511
H -4.657 0.012 -0.579
H -3.088 -0.520 -1.259
H -5.358 -0.497 -2.721
H -5.882 -1.969 -1.872
H -3.823 -3.198 -2.935
H -4.817 -2.366 -4.170
H -2.984 -1.258 -4.902
H -2.731 -0.405 -3.340
H -0.945 -2.288 -4.608
H -1.793 -3.371 -3.475
H -0.142 -2.722 -1.962
H -1.211 -1.320 -1.686
H 0.489 -0.506 -3.951
H 1.516 -1.474 -2.828
H 0.898 -0.334 1.358
H 3.306 1.091 -0.697
H 3.141 0.347 0.952
H 4.079 -1.092 -1.717
H 3.377 -2.037 -0.336
H 4.839 -1.033 -0.068
H 2.556 1.343 -2.938
H 0.883 1.664 -3.633
H 1.225 3.515 -2.080
H 0.322 3.729 0.473
H -2.347 2.504 0.178
H -1.312 1.317 1.000
H -0.797 2.866 2.873
H -2.538 2.474 2.702
H -2.786 4.739 3.106
H -2.803 4.761 1.303
H -0.531 5.785 1.204
H -1.447 6.592 2.502
H 0.377 6.224 3.911
H -0.320 4.584 4.027
H 1.670 5.136 1.681
H 1.255 3.577 2.567
H 2.664 5.924 4.046
H 2.513 4.204 4.541
H 3.815 3.613 2.307
H 4.325 5.367 2.228
H 6.046 2.520 3.215
H 7.122 3.956 3.500
H 6.053 3.867 2.022
H -0.990 1.541 -2.223
C 4.254 -5.552 -3.081
C 4.977 -4.398 -2.440
O 4.538 -3.849 -1.451
C 6.268 -3.952 -3.074
H 3.344 -5.764 -2.520
H 3.983 -5.298 -4.107
H 4.888 -6.440 -3.070
H 6.086 -3.627 -4.100
H 6.990 -4.770 -3.063
H 6.678 -3.115 -2.509
*
```


No. 2
Computed, not measured: a structure of composition C30H63F4N3O23P2 in a non-equilibrium geometry, with ωB97M-V/def2-TZVPD.

Frontier orbital gap   7.47 eV
M   971.8 Da
Energy   -4156.38100 Eh
Highest occupied orbital energy   -7.4 eV

ORCA input file:
```
! wB97M-V def2-TZVPD RIJCOSX def2/J DEFGRID3
* xyz 0 1
C 1.374 -2.859 2.819
C 2.610 -2.561 3.681
C 3.875 -3.268 3.145
O 3.743 -4.619 3.456
C 4.944 -5.292 3.383
N 2.772 -1.151 3.911
H 0.472 -2.334 3.134
H 1.220 -3.938 2.834
H 1.618 -2.612 1.786
H 2.462 -3.006 4.665
H 4.660 -2.841 3.769
H 4.018 -3.048 2.087
H 4.836 -6.373 3.465
H 5.794 -4.940 3.968
H 5.479 -5.153 2.443
H 3.177 -0.829 3.044
H 1.912 -0.678 4.147
C -1.538 2.333 0.141
C -0.709 1.006 -0.360
C -0.604 -0.257 0.549
O 0.319 -1.195 0.012
C 0.625 -2.296 0.858
N -1.489 0.434 -1.542
H -1.019 3.279 -0.012
H -1.465 2.418 1.225
H -2.585 2.289 -0.161
H 0.273 1.346 -0.691
H -1.604 -0.644 0.748
H -0.235 -0.079 1.559
H -0.119 -3.092 0.884
H 0.701 -2.040 1.915
H 1.568 -2.827 0.726
H -0.995 0.941 -2.262
H -1.079 -0.473 -1.713
C 0.051 2.191 -2.338
C -0.173 3.641 -2.634
C -0.665 4.433 -1.387
O 0.431 4.519 -0.456
C 0.037 5.107 0.808
N 0.955 4.225 -3.344
H -0.868 1.741 -1.963
H 0.891 2.088 -1.650
H 0.344 1.658 -3.243
H -1.073 3.618 -3.249
H -1.514 3.849 -1.030
H -0.965 5.446 -1.656
H -0.483 4.310 1.340
H -0.683 5.917 0.688
H 0.901 5.562 1.291
H 1.100 3.437 -3.958
H 0.541 5.078 -3.693
C 1.784 0.516 0.469
O 3.143 0.602 0.638
P 4.023 -0.787 0.842
O 3.714 -1.654 2.044
O 3.860 -1.666 -0.572
C 4.058 -1.060 -1.839
O 5.569 -0.289 0.692
C 6.317 0.126 1.893
H 1.311 -0.430 0.734
H 1.418 0.548 -0.557
H 1.365 1.357 1.020
H 3.988 0.022 -1.947
H 3.152 -1.354 -2.370
H 4.791 -1.611 -2.429
H 6.243 -0.681 2.623
H 6.031 1.110 2.262
H 7.376 0.210 1.651
C -4.440 5.137 -4.657
O -3.811 4.172 -3.802
P -3.547 4.463 -2.253
O -3.266 5.888 -1.835
O -4.847 3.770 -1.605
C -6.092 4.426 -1.575
O -2.344 3.448 -2.082
C -2.520 2.122 -2.560
H -5.184 4.558 -5.206
H -3.662 5.479 -5.339
H -4.870 6.026 -4.196
H -6.915 4.053 -0.965
H -6.518 4.412 -2.578
H -5.992 5.467 -1.267
H -3.546 1.782 -2.696
H -2.231 1.448 -1.752
H -1.835 1.806 -3.347
C -4.097 1.815 0.741
C -4.480 1.398 2.114
O -4.000 0.041 2.099
C -3.691 -0.391 0.952
O -3.517 -1.541 0.596
O -3.604 0.631 0.147
F -5.838 1.480 2.005
H -3.352 2.611 0.767
H -4.825 2.297 0.087
H -4.126 2.096 2.873
C -1.879 -2.104 2.036
C -2.879 -2.848 2.839
O -2.858 -2.213 4.095
C -2.652 -0.926 3.866
O -3.065 0.065 4.502
O -2.113 -0.821 2.673
F -2.645 -4.194 2.967
H -2.045 -2.212 0.965
H -0.886 -2.456 2.314
H -3.901 -2.858 2.461
C 3.394 -4.111 0.180
C 2.758 -4.664 -1.108
O 1.640 -5.298 -0.453
C 1.297 -4.592 0.571
O 0.322 -4.868 1.227
O 2.301 -3.851 1.000
F 3.591 -5.484 -1.634
H 3.869 -3.134 0.093
H 4.164 -4.642 0.740
H 2.524 -3.842 -1.785
C -0.512 -1.361 -2.565
C -0.652 -2.563 -3.446
O 0.465 -3.144 -2.972
C 1.376 -2.407 -2.449
O 2.381 -2.776 -1.902
O 0.926 -1.206 -2.474
F -0.422 -2.438 -4.817
H -0.836 -1.512 -1.535
H -1.054 -0.561 -3.069
H -1.438 -3.298 -3.274
*
```


No. 3
Computed, not measured: a cluster of 4 separate species, C30H63I2O17P3 in total in a non-equilibrium geometry, with ωB97M-V/def2-TZVPD.

Frontier orbital gap   8.93 eV
M   1042.5 Da
Energy   -4079.50250 Eh
Highest occupied orbital energy   -9.5 eV
Energy above the lowest of the compared OMol25 structures with the same formula, charge and spin   0.000 eV

ORCA input file:
```
! wB97M-V def2-TZVPD RIJCOSX def2/J DEFGRID3
* xyz 0 1
C -4.229 1.523 -0.823
C -2.733 1.249 -0.953
O -2.094 1.646 0.248
C -0.913 0.953 0.580
C 0.266 1.532 -0.226
C 1.653 0.991 0.162
C 2.530 0.205 -0.913
I 2.750 -1.866 -0.334
C 2.135 0.324 -2.387
C 0.898 -0.444 -2.846
I 2.085 2.383 -3.045
O 1.376 0.038 1.249
C 1.675 0.612 2.441
O 1.762 0.041 3.466
O 1.887 1.943 2.218
C 2.604 1.882 0.979
C 3.179 3.167 0.422
C 2.233 4.327 0.242
O 1.319 4.603 0.971
H -4.845 0.801 -1.355
H -4.501 1.560 0.231
H -4.496 2.503 -1.220
H -2.557 0.210 -1.244
H -2.352 1.906 -1.746
H -0.779 1.147 1.640
H -0.994 -0.119 0.382
H 0.273 2.599 0.003
H 0.024 1.459 -1.279
H 3.540 0.600 -0.830
H 2.975 -0.081 -2.944
H 0.717 -1.349 -2.270
H 1.069 -0.760 -3.876
H -0.017 0.144 -2.860
H 3.478 1.266 1.229
H 3.949 3.492 1.131
H 3.717 2.924 -0.493
H 2.441 5.000 -0.613
C -9.111 0.655 2.644
C -7.682 0.578 2.134
O -6.941 -0.448 2.788
P -7.086 -1.980 2.254
O -6.255 -1.927 1.014
O -5.923 -2.715 3.192
C -4.977 -3.593 2.566
C -3.641 -2.906 2.402
O -8.110 -2.365 3.475
C -8.630 -3.717 3.568
C -7.846 -4.532 4.578
H -9.675 -0.239 2.372
H -9.623 1.522 2.223
H -9.124 0.728 3.731
H -7.658 0.423 1.051
H -7.174 1.520 2.343
H -5.356 -3.949 1.610
H -4.860 -4.466 3.214
H -3.741 -1.981 1.834
H -2.932 -3.557 1.888
H -3.231 -2.641 3.378
H -8.631 -4.199 2.588
H -9.667 -3.626 3.891
H -6.898 -4.868 4.164
H -8.413 -5.417 4.871
H -7.622 -3.937 5.462
C 5.004 8.165 0.466
C 5.273 6.955 -0.410
O 5.439 7.323 -1.784
P 6.864 7.880 -2.283
O 7.861 6.801 -2.164
O 6.583 7.959 -3.888
C 7.524 7.442 -4.830
C 7.065 6.103 -5.363
O 6.557 9.438 -2.056
C 7.597 10.406 -2.355
C 7.384 11.019 -3.724
H 5.878 8.816 0.514
H 4.753 7.855 1.481
H 4.182 8.754 0.061
H 6.151 6.405 -0.058
H 4.421 6.278 -0.374
H 8.520 7.369 -4.392
H 7.582 8.163 -5.649
H 6.917 5.390 -4.553
H 7.796 5.693 -6.063
H 6.111 6.209 -5.880
H 8.585 9.946 -2.278
H 7.531 11.176 -1.588
H 7.706 10.344 -4.515
H 7.959 11.941 -3.820
H 6.329 11.234 -3.890
C 2.305 -5.748 0.269
C 0.977 -5.498 -0.422
O 0.296 -6.714 -0.756
P -0.570 -7.368 0.438
O -1.665 -6.419 0.720
O -1.307 -8.568 -0.386
C -2.715 -8.785 -0.270
C -3.440 -8.238 -1.481
O 0.568 -8.335 1.023
C 0.259 -9.156 2.180
C -0.099 -10.567 1.758
H 2.171 -6.203 1.251
H 2.834 -4.804 0.404
H 2.919 -6.428 -0.322
H 0.320 -4.877 0.193
H 1.156 -4.965 -1.355
H -3.105 -8.349 0.649
H -2.866 -9.865 -0.208
H -3.234 -7.177 -1.614
H -4.517 -8.378 -1.382
H -3.104 -8.749 -2.385
H -0.542 -8.705 2.770
H 1.156 -9.169 2.797
H -1.119 -10.619 1.378
H -0.028 -11.246 2.608
H 0.562 -10.911 0.964
*
```